The following is a quantum chemistry calculation of a molecular structure, C17H22IrN3O5S5, from OMol25.

Each line ends with the Löwdin charge.
Positions of all 53 atoms, in Å:
Ir -0.545 0.298 0.528  1.222
C 0.233 -4.672 3.946  -0.535
C -1.046 -3.973 4.396  -0.537
S -1.504 -2.449 3.542  0.869
C -1.927 -3.076 1.901  -0.507
C -0.774 -3.233 0.919  -0.457
S 0.365 -1.857 0.625  0.881
C 1.473 -1.753 2.067  -0.489
C 2.143 -3.067 2.480  -0.526
S 1.752 -3.702 4.130  0.887
H 0.159 -5.046 2.926  0.062
H 0.383 -5.552 4.575  0.072
H -0.947 -3.679 5.442  0.072
H -1.888 -4.666 4.337  0.079
H -2.665 -2.388 1.494  0.049
H -2.421 -4.044 2.011  0.091
H -1.159 -3.457 -0.078  0.090
H -0.117 -4.059 1.189  0.053
H 0.942 -1.310 2.903  0.036
H 2.219 -1.044 1.702  0.072
H 3.216 -2.884 2.550  0.072
H 2.030 -3.854 1.732  0.075
S -4.660 0.313 2.721  0.691
C -3.224 0.176 2.083  -0.964
N -2.147 0.039 1.597  -0.193
O -1.942 0.065 -3.040  0.121
C -0.796 0.251 -2.763  -0.432
C 0.401 0.519 -3.676  -0.030
C 1.619 0.757 -2.763  -0.035
C 1.007 0.589 -1.425  -0.490
O 1.405 0.703 -0.218  -0.127
N -0.265 0.247 -1.450  -0.032
H 0.198 1.395 -4.294  0.129
H 0.519 -0.337 -4.339  0.134
H 2.046 1.751 -2.918  0.097
H 2.422 0.032 -2.904  0.143
N -1.240 2.304 0.412  -0.023
C -0.627 3.134 -0.615  -0.316
C 0.640 3.651 -0.395  -0.037
C 1.317 4.229 -1.455  -0.036
C 0.738 4.257 -2.718  -0.248
C -0.570 3.832 -2.896  -0.040
C -1.264 3.267 -1.835  -0.033
S 1.780 4.585 -4.144  0.418
O 2.394 3.262 -4.300  -0.363
O 2.696 5.616 -3.715  -0.335
O 0.858 4.934 -5.203  -0.340
H -2.239 2.225 0.230  0.105
H -1.153 2.737 1.328  0.119
H 1.113 3.550 0.575  0.119
H 2.322 4.613 -1.333  0.125
H -1.010 3.906 -3.882  0.122
H -2.261 2.865 -1.983  0.122

## Properties
Electronic energy, eV: -89708.991
Orbital gap, eV: 5.813
ΔE to the lowest compared entry with this formula, charge and spin, eV: 1.462
HOMO level, hartree: -0.3026